Here is a structure of composition C12H30N2NaO4 in a non-equilibrium geometry from the OMol25 dataset. Energies are from wB97M-V/def2-TZVPD.

Last column: Mulliken charge in e.
Element x y z (Å)
Na 11.802 6.269 29.179  0.88
C 14.562 8.108 31.305  -0.78
O 13.351 7.688 31.841  -0.21
C 13.363 7.587 33.244  -0.71
C 12.502 6.371 33.710  -0.72
N 11.211 6.511 33.130  -0.13
C 10.573 5.233 32.962  -0.69
C 9.240 5.275 32.214  -0.69
O 9.417 5.490 30.789  -0.22
C 8.284 5.893 30.045  -0.75
H 15.424 7.497 31.572  0.37
H 14.802 9.135 31.580  0.32
H 14.504 8.097 30.217  0.18
H 12.927 8.487 33.678  0.32
H 14.376 7.496 33.637  0.44
H 12.275 6.418 34.775  0.40
H 13.066 5.498 33.383  0.38
H 10.687 7.208 33.640  0.23
H 10.319 4.762 33.912  0.33
H 11.267 4.594 32.416  0.36
H 8.612 5.988 32.747  0.38
H 8.779 4.311 32.429  0.41
H 7.585 5.069 30.187  0.31
H 8.495 6.111 28.998  0.23
H 7.875 6.808 30.473  0.33
C 7.845 3.082 25.245  -0.69
O 8.564 4.100 24.485  -0.32
C 9.932 4.099 24.693  -0.40
C 10.518 5.352 24.076  -0.83
N 10.241 6.505 24.969  -0.22
C 11.036 7.690 24.524  -0.81
C 10.651 8.980 25.271  -0.65
O 10.779 8.714 26.685  -0.20
C 10.277 9.880 27.409  -0.80
H 8.153 3.077 26.291  0.25
H 7.914 2.055 24.889  0.30
H 6.786 3.341 25.257  0.27
H 10.410 3.272 24.167  0.34
H 10.099 4.022 25.767  0.20
H 9.962 5.522 23.154  0.37
H 11.548 5.235 23.738  0.53
H 9.268 6.672 24.755  0.23
H 10.895 7.876 23.459  0.40
H 12.082 7.445 24.704  0.38
H 9.665 9.358 25.004  0.40
H 11.315 9.776 24.936  0.41
H 10.527 10.865 27.015  0.33
H 10.619 9.789 28.440  0.21
H 9.189 9.924 27.364  0.34

Results
- HOMO level: -11.48 eV
- Energy above the lowest of the compared OMol25 structures with the same formula, charge and spin: 332.6 kJ/mol
- Net charge: +1
- Frontier orbital gap: 7.65 eV



Here is a structure of composition C45H47BiGe2N5O5S in a non-equilibrium geometry from the OMol25 dataset. Energies are from wB97M-V/def2-TZVPD.

Last column: Mulliken spin population.
Element x y z (Å)
Bi 0.348 0.617 -1.118  -0.03
O 3.768 1.637 5.262  0.00
C 2.425 1.246 5.344  0.00
C 1.932 1.019 3.935  0.00
C 0.597 0.689 3.669  0.00
C 0.194 0.479 2.377  0.00
N 1.049 0.582 1.349  0.00
C 2.325 0.959 1.579  0.00
C 2.791 1.190 2.863  0.00
C 3.240 1.031 0.399  0.00
C 4.603 1.187 0.553  0.00
C 5.394 1.251 -0.576  0.00
C 6.905 1.345 -0.493  0.00
O 7.298 1.215 0.834  0.00
C 4.817 1.223 -1.844  0.00
C 3.441 1.084 -1.934  0.00
N 2.689 0.954 -0.830  0.02
H 4.164 1.705 6.129  0.00
H 1.829 2.036 5.791  0.00
H 2.287 0.351 5.932  0.00
H -0.141 0.607 4.453  0.00
H -0.831 0.203 2.112  0.00
H 3.798 1.536 3.112  0.00
H 5.105 1.195 1.521  0.00
H 7.185 2.327 -0.904  0.00
H 7.311 0.556 -1.106  0.00
H 8.227 1.422 0.933  0.00
H 5.428 1.366 -2.736  0.00
H 2.895 1.111 -2.865  0.00
C -0.267 -0.651 -6.592  0.08
C -0.332 0.743 -6.674  -0.03
C -0.077 1.519 -5.564  0.10
C 0.246 0.868 -4.358  -0.08
C 0.265 -0.523 -4.250  0.08
C -0.017 -1.280 -5.377  -0.05
N 0.447 1.575 -3.163  0.27
N 0.516 2.861 -3.250  0.36
C 0.468 3.532 -2.066  -0.03
C 0.500 4.938 -2.070  0.05
C 0.351 5.612 -0.903  0.03
C 0.229 4.916 0.304  0.06
C 0.253 3.539 0.254  0.02
N 0.306 2.835 -0.891  0.10
H -0.473 -1.260 -7.471  0.00
H -0.605 1.171 -7.623  0.00
H -0.170 2.583 -5.577  0.01
H 0.550 -0.999 -3.307  0.00
H -0.019 -2.356 -5.328  0.00
H 0.655 5.442 -3.015  0.00
H 0.369 6.694 -0.920  0.00
H 0.130 5.406 1.267  0.00
H 0.195 2.935 1.160  0.01
C -3.319 -5.362 -1.664  0.00
Ge -3.503 -3.475 -1.236  0.00
C -3.794 -2.383 -2.833  0.00
C -4.978 -3.274 0.050  0.00
Ge -1.582 -2.728 -0.131  0.00
C -1.149 -3.118 1.710  0.00
C 0.159 -3.504 2.080  0.00
C 0.497 -3.584 3.424  0.00
C -0.433 -3.268 4.410  0.00
C -1.725 -2.954 4.061  0.00
C -2.090 -2.876 2.716  0.00
C 0.075 -2.862 -1.159  0.00
C 0.035 -3.580 -2.361  0.00
C 1.211 -3.893 -3.044  0.00
C 2.424 -3.417 -2.573  0.00
C 2.492 -2.691 -1.410  0.00
C 1.322 -2.418 -0.701  -0.01
H -4.272 -5.698 -2.071  0.00
H -3.088 -5.936 -0.769  0.00
H -2.550 -5.543 -2.408  0.00
H -4.402 -2.944 -3.535  0.00
H -2.850 -2.151 -3.347  0.00
H -4.272 -1.453 -2.544  0.00
H -5.931 -3.387 -0.472  0.00
H -5.009 -2.293 0.514  0.00
H -4.984 -4.067 0.808  0.00
H 0.895 -3.827 1.335  0.00
H 1.496 -3.880 3.721  0.00
H -0.177 -3.352 5.454  0.00
H -2.467 -2.760 4.817  0.00
H -3.110 -2.664 2.457  0.00
H -0.918 -3.887 -2.760  0.00
H 1.153 -4.443 -3.983  0.00
H 3.321 -3.682 -3.145  0.00
H 3.442 -2.412 -0.986  0.00
H 1.444 -1.904 0.240  0.00
C -3.549 4.061 4.338  0.00
C -3.371 3.100 3.181  0.00
C -3.078 3.576 1.904  0.00
C -2.922 2.714 0.814  0.00
C -3.024 1.351 1.029  0.00
C -3.368 0.871 2.308  0.00
C -3.553 1.729 3.379  0.00
S -2.880 0.261 -0.348  -0.01
O -4.177 -0.272 -0.629  0.00
O -1.876 -0.805 0.140  0.01
O -2.220 0.995 -1.427  0.01
H -3.642 5.089 3.973  0.00
H -2.691 4.041 5.032  0.00
H -4.440 3.801 4.922  0.00
H -3.030 4.659 1.750  0.00
H -2.772 3.135 -0.174  0.00
H -3.528 -0.185 2.454  0.00
H -3.832 1.330 4.360  0.00

Results
- HOMO level (alpha / beta): -11.77 / -13.09 eV
- Spin multiplicity: 2
- Net charge: +2
- Frontier orbital gap (alpha / beta): 6.01 / 7.01 eV



Here is a cluster of 7 separate species, C38H49F5N2O22 in total in a non-equilibrium geometry from the OMol25 dataset. Energies are from wB97M-V/def2-TZVPD.

Last column: Mulliken charge in e.
Element x y z (Å)
C -5.307 0.731 5.187  -1.23
C -5.724 0.371 3.771  0.02
O -5.490 1.423 2.866  -0.43
C -4.780 1.042 1.706  -0.51
C -3.254 1.068 1.927  -0.39
O -2.534 0.125 1.164  -0.36
C -2.726 -1.235 1.517  -0.49
C -1.534 -1.849 2.233  -1.04
C -0.426 -2.325 1.605  -0.31
C 0.609 -2.915 2.282  0.41
C 1.844 -3.525 1.651  1.40
F 1.899 -4.812 2.095  -0.34
F 2.984 -2.928 2.017  -0.26
C 1.866 -3.657 0.107  0.31
F 0.801 -4.288 -0.362  -0.24
F 2.003 -2.437 -0.437  -0.15
F 2.945 -4.355 -0.258  -0.30
C 0.508 -2.973 3.634  -0.09
C -0.571 -2.518 4.295  0.55
C -1.605 -1.964 3.602  0.25
N -2.726 -1.551 4.343  -0.45
C -0.443 -2.711 5.761  0.95
O -1.208 -2.345 6.637  -0.69
N 0.781 -3.374 5.944  0.16
C 1.519 -2.820 7.102  -1.49
C 1.703 -1.300 7.056  -0.38
C 2.941 -0.810 7.828  0.59
C 4.126 -0.887 6.841  -1.14
C 2.656 0.639 8.217  -1.62
C 1.459 -3.500 4.707  0.02
O 2.585 -3.939 4.612  -0.57
H -5.978 1.454 5.632  0.36
H -4.277 1.077 5.202  0.28
H -5.335 -0.177 5.786  0.35
H -6.785 0.117 3.809  0.35
H -5.209 -0.554 3.508  0.12
H -5.014 1.799 0.964  0.34
H -5.144 0.088 1.321  0.42
H -3.039 1.033 3.000  0.38
H -2.905 2.038 1.593  0.34
H -3.603 -1.425 2.131  0.33
H -2.923 -1.762 0.588  0.24
H -0.365 -2.242 0.530  0.55
H -2.446 -1.313 5.288  0.35
H -3.166 -0.759 3.904  -0.36
H 0.929 -3.034 7.986  0.32
H 2.463 -3.329 7.253  0.51
H 1.760 -0.969 6.020  0.14
H 0.819 -0.830 7.477  0.53
H 3.129 -1.428 8.703  0.49
H 5.042 -1.259 7.293  0.39
H 4.262 0.071 6.365  0.25
H 3.864 -1.613 6.077  0.17
H 1.718 0.667 8.770  0.43
H 2.517 1.234 7.321  0.25
H 3.441 1.045 8.847  0.44
O 1.133 3.299 -3.263  -0.63
C 1.204 2.197 -2.807  0.58
O 1.750 1.905 -1.611  -0.35
C 1.449 0.529 -1.301  0.46
C 1.233 -0.054 -2.675  0.10
O 0.756 1.085 -3.418  -0.36
H 2.277 0.063 -0.774  -0.15
H 0.558 0.489 -0.671  0.26
H 2.158 -0.408 -3.133  0.34
H 0.520 -0.867 -2.672  -0.19
O 2.907 0.541 4.406  -0.53
C 3.139 1.033 3.351  0.46
O 2.281 1.829 2.652  -0.36
C 3.000 2.330 1.519  0.08
C 4.085 1.308 1.335  0.31
O 4.284 0.819 2.661  -0.37
H 2.354 2.390 0.649  -0.02
H 3.387 3.325 1.750  0.29
H 3.777 0.477 0.701  -0.08
H 4.996 1.737 0.933  0.16
O 5.297 0.631 -1.375  -0.53
C 5.322 1.704 -1.883  0.73
O 5.775 2.829 -1.279  -0.33
C 5.847 3.865 -2.266  -0.41
C 4.846 3.395 -3.299  -0.17
O 4.885 1.972 -3.137  -0.31
H 5.591 4.828 -1.832  0.31
H 6.865 3.908 -2.656  0.27
H 3.832 3.745 -3.092  0.14
H 5.118 3.673 -4.314  0.33
O -0.796 -2.331 -2.158  -0.54
C -1.917 -2.362 -2.557  0.43
O -2.987 -2.235 -1.754  -0.13
C -4.147 -2.076 -2.584  -0.38
C -3.700 -2.721 -3.878  -0.44
O -2.280 -2.516 -3.844  -0.35
H -5.010 -2.563 -2.138  0.31
H -4.356 -1.011 -2.695  0.30
H -3.900 -3.793 -3.905  0.27
H -4.134 -2.257 -4.760  0.32
O -0.729 2.951 -9.374  -0.55
C -0.107 2.921 -8.360  0.56
O -0.656 2.831 -7.132  -0.34
C 0.399 2.582 -6.188  0.03
C 1.605 3.135 -6.909  -0.19
O 1.244 2.970 -8.287  -0.35
H 0.202 3.078 -5.249  0.16
H 0.469 1.508 -6.017  0.16
H 1.761 4.197 -6.709  0.26
H 2.521 2.594 -6.684  0.25
O -6.038 -0.912 -10.076  -0.53
C -5.257 -0.055 -10.328  0.66
O -5.591 1.190 -10.751  -0.34
C -4.409 2.000 -10.722  -0.27
C -3.309 0.970 -10.826  -0.04
O -3.912 -0.184 -10.228  -0.33
H -4.407 2.710 -11.544  0.31
H -4.379 2.547 -9.778  0.23
H -3.049 0.737 -11.861  0.24
H -2.409 1.259 -10.289  0.07

Results
- HOMO level: -9.15 eV
- SMILES: CCOCCOCc1cc(C(F)(F)C(F)(F)F)c2c(c1N)C(=O)N(CCC(C)C)C2=O.O=C1OCCO1.O=C1OCCO1.O=C1OCCO1.O=C1OCCO1.O=C1OCCO1.O=C1OCCO1
- Frontier orbital gap: 8.76 eV



Q: Which formula does entry 1 have?
A: C12H30N2NaO4